Record 1
DFT (ωB97M-V/def2-TZVPD) results for C28H49BrMnNP3 as an isolated structure.

Geometry as XYZ:
```
83
Properties=species:S:1:pos:R:3:forces:R:3:lowdin_charge:R:1
N -5.3046 -1.2442 3.8682 0.1 0.2 -0.2 0.1107
C -4.5637 -0.2923 4.4366 0.4 0.6 -0.3 -0.0904
C -3.9697 0.7747 3.7280 0.0 -0.2 0.1 0.0201
C -4.1913 0.8919 2.3291 -0.5 -0.4 -0.4 -0.1810
C -4.9923 -0.1399 1.7596 -0.2 -0.6 0.1 0.0009
C -5.5053 -1.1756 2.5512 0.2 0.6 -0.3 -0.1080
C -3.6112 1.9196 1.4616 -0.5 -0.4 1.7 0.0566
Mn 0.6153 -0.0979 -0.2643 -0.6 0.4 0.4 0.1220
P 2.4928 0.4508 -1.3492 -1.0 -0.2 0.5 0.8295
C -3.6074 1.8096 0.0935 0.6 0.3 -2.1 0.0539
C -2.5542 2.3467 -0.7710 -0.4 -0.2 0.7 -0.1761
C -2.4073 1.9247 -2.1205 0.0 0.1 -0.4 0.0108
C -1.3606 2.3752 -2.9252 -0.3 -0.8 0.5 -0.0822
C -0.3926 3.2064 -2.3656 0.2 1.1 -1.0 -0.5736
C -0.5581 3.7379 -1.0886 -0.2 -0.6 0.9 -0.0776
C -1.5715 3.2323 -0.2664 0.7 0.5 -0.2 0.0067
Br 1.0632 3.8032 -3.5012 -1.6 0.1 0.7 0.9353
H -3.1644 2.7936 1.9456 0.3 -0.5 -0.1 0.1370
H -4.4270 1.2599 -0.4111 0.9 0.0 0.3 0.1407
H -3.3004 1.4487 4.2686 -0.4 0.0 -0.2 0.1253
H -5.2360 -0.1994 0.7010 0.1 0.2 0.2 0.1109
H -4.4332 -0.3803 5.5182 0.1 0.1 -0.4 0.1269
H -6.1006 -1.9714 2.0920 0.2 0.3 0.2 0.1292
H -3.1235 1.2129 -2.5179 0.0 0.2 -0.1 0.1279
H -1.5872 3.5016 0.7885 0.0 0.3 -0.4 0.1091
H -1.2434 2.0639 -3.9603 -0.2 -0.1 0.2 0.1243
H 0.1459 4.4790 -0.7283 -0.1 -0.1 0.1 0.1235
P -0.4107 -2.1269 -0.2112 0.0 0.7 0.4 0.8472
C 2.8633 2.1120 -0.7040 0.7 0.5 -0.5 -0.3962
C 3.7523 3.0110 -1.5661 0.2 0.5 0.0 -0.1598
H 3.3160 1.9674 0.2911 -0.2 0.0 -0.3 0.0795
H 1.8945 2.6197 -0.5455 0.3 -0.3 0.0 0.0400
H 3.8767 3.9679 -1.0301 0.2 -0.3 -0.3 0.0882
H 4.7468 2.5817 -1.7686 -0.5 0.2 0.1 0.0695
H 3.2524 3.2411 -2.5215 0.6 -0.2 0.5 -0.0285
C 1.9645 0.4416 -3.0795 0.4 0.3 -0.7 -0.4136
C 3.1026 0.3535 -4.0927 -0.2 0.1 -0.6 -0.1303
H 1.3838 1.3679 -3.2313 0.3 -0.6 0.1 -0.0139
H 1.2559 -0.3969 -3.2053 0.3 0.3 0.1 0.0581
H 2.6815 0.3773 -5.1085 0.3 0.0 0.2 0.0853
H 3.7885 1.2068 -3.9826 -0.1 -0.3 -0.1 0.0726
H 3.6617 -0.5872 -3.9826 -0.1 0.3 -0.1 0.0766
C 3.8571 -0.7046 -1.1124 0.4 0.2 -0.2 -0.3863
C 5.2255 -0.1273 -1.4428 0.6 -0.3 -0.1 -0.1308
H 3.6194 -1.5563 -1.7649 0.1 0.1 0.1 0.0868
H 3.8146 -1.0799 -0.0799 0.0 0.2 -0.3 0.0586
H 5.9771 -0.9126 -1.2903 0.0 0.3 -0.1 0.0877
H 5.2807 0.1984 -2.4902 0.1 -0.1 0.4 0.0655
H 5.4945 0.7217 -0.7998 -0.1 -0.3 -0.1 0.0738
C 0.5432 -3.3645 0.7580 -0.6 -0.4 -0.1 -0.3811
C 2.0183 -3.5141 0.3810 0.2 -0.1 -0.1 -0.1238
H -0.0094 -4.3060 0.6342 0.3 -0.1 0.0 0.0921
H 0.4418 -3.0970 1.8211 0.0 -0.1 -0.4 0.0580
H 2.3609 -4.5272 0.6317 0.0 0.3 -0.1 0.0911
H 2.1885 -3.3505 -0.6914 0.0 -0.2 0.2 0.0613
H 2.6559 -2.8036 0.9263 -0.2 -0.2 -0.2 0.0454
C -0.3389 -2.5654 -1.9895 -0.1 -1.2 -0.1 -0.4095
C -1.4990 -2.0300 -2.8325 -0.1 0.0 -0.1 -0.1369
H -0.2946 -3.6591 -2.0174 -0.2 -0.1 -0.5 0.0911
H 0.6205 -2.2236 -2.4095 -0.3 0.0 0.4 0.0535
H -1.4050 -2.3784 -3.8703 -0.1 0.1 0.3 0.0896
H -2.4600 -2.3788 -2.4403 0.1 0.0 -0.2 0.0613
H -1.5409 -0.9310 -2.8642 0.2 -0.2 0.1 0.0471
C -2.1653 -2.2475 0.3719 -0.3 -0.1 -0.6 -0.3616
C -2.4599 -2.8743 1.7403 -0.1 0.0 0.2 -0.1325
H -2.6986 -2.8185 -0.4071 0.1 0.2 0.3 0.0771
H -2.5553 -1.2126 0.3303 0.1 -0.4 0.0 0.0529
H -3.5063 -3.2017 1.7620 0.3 -0.1 0.0 0.0746
H -1.8221 -3.7407 1.9489 -0.3 0.1 0.0 0.0726
H -2.3471 -2.1628 2.5668 0.0 -0.2 -0.3 0.0439
C -0.2809 -0.6328 3.0245 0.3 0.0 0.7 -0.2729
P 0.9050 0.2553 1.9554 0.0 0.4 1.0 0.7137
C 0.6249 1.9559 2.5911 0.3 0.2 0.2 -0.2609
C 2.5937 -0.1943 2.5754 -0.1 0.1 0.2 -0.2266
H -1.2973 -0.3446 2.7321 0.2 0.0 0.0 0.0192
H -0.1474 -0.3954 4.0862 0.0 0.0 -0.1 0.0631
H -0.1798 -1.7145 2.9170 -0.1 0.3 0.0 0.0156
H 0.9380 2.0661 3.6436 -0.2 0.0 -0.4 0.0610
H 1.1866 2.6626 1.9700 -0.1 0.0 0.2 0.0310
H -0.4459 2.2008 2.5040 0.3 -0.1 0.1 0.0198
H 2.7131 0.0932 3.6337 -0.1 -0.2 -0.4 0.0613
H 2.7659 -1.2740 2.4718 -0.2 0.2 0.1 0.0323
H 3.3873 0.3010 1.9915 -0.4 0.0 0.2 0.0343
```
Positions in Å, forces in eV/Å.

As for the total charge: +2. The total energy is -5899.478042 Eh. Its orbital gap (spin up / spin down) is 4.85 / 1.83 eV. As for the HOMO energy (spin up / spin down): -0.444 / -0.420 Eh. Its spin multiplicity is 6. The maximum force comes out at 0.0434 Eh/bohr.


Record 2
DFT (ωB97M-V/def2-TZVPD) results for an isolated ion of composition C4H6N3 and charge +1.

Geometry as XYZ:
```
13
Properties=species:S:1:pos:R:3:forces:R:3:nbo_charge:R:1
C 0.4919 0.7489 1.0239 -0.6 2.4 0.2 0.3697
C -0.6941 -1.5139 -0.8543 0.4 -1.0 2.0 0.4816
C 0.5883 1.8680 0.3694 0.4 0.3 -1.4 -0.4778
C 0.2388 -0.3113 1.9364 2.1 1.4 -1.7 -0.4294
N -0.2592 -1.7763 0.2134 -0.3 2.2 0.9 -0.0698
N 0.0576 -1.5581 1.4302 0.4 -4.0 0.1 -0.3351
N -1.2110 -1.7657 -1.9993 -0.7 0.7 -0.7 -0.7895
H 1.6166 2.4042 0.2051 -1.9 -1.0 0.5 0.3255
H -0.2885 2.3015 -0.2934 1.6 -0.9 1.6 0.3229
H 1.0818 -0.1779 2.7022 -0.4 -0.4 -0.7 0.3628
H -0.5885 -0.1779 2.5737 -1.5 1.2 1.2 0.3404
H -2.2181 -1.5322 -2.0924 1.2 -0.8 -0.7 0.4520
H -0.5745 -2.3109 -2.5648 -0.9 0.1 -1.1 0.4467
```
Positions in Å, forces in eV/Å.

Its energy relative to the best compared isomer or geometry (same formula, charge and spin) is 699.26 kJ/mol. As for the total charge: +1. The total energy is -319.765291 Eh. Its orbital gap (spin up / spin down) is 5.91 / 6.81 eV. As for the HOMO energy (spin up / spin down): -0.450 / -0.463 Eh. The maximum force comes out at 0.0785 Eh/bohr.


Record 3
DFT (ωB97M-V/def2-TZVPD) results for the molecule C4H5NOS.

Geometry as XYZ:
```
12
Properties=species:S:1:pos:R:3:forces:R:3:nbo_charge:R:1
C 0.8126 0.2615 1.0865 0.7 -1.6 1.4 -0.5280
C 0.4921 1.9585 -0.8720 -0.3 -0.3 0.0 -0.2772
C 0.0002 -0.4937 0.3835 -0.4 1.1 -2.0 0.1821
C -0.7387 -1.8331 0.3740 1.1 1.7 0.2 -0.6909
N -0.2575 1.0344 -1.2814 -1.8 -3.6 0.5 0.1257
O -1.0217 0.8078 -2.2420 1.1 0.6 0.8 -0.4405
S 1.1844 1.8763 0.6446 1.6 0.8 1.8 0.3922
H 1.4436 -0.0531 2.0209 -1.5 0.4 -1.7 0.2651
H 0.7604 2.8441 -1.3603 -0.1 1.1 -1.2 0.2330
H -1.0729 -1.8393 1.4097 -0.6 -0.6 -0.1 0.2409
H -1.5440 -1.8977 -0.3677 0.1 0.4 0.4 0.2604
H -0.0585 -2.6656 0.2042 0.1 0.1 0.0 0.2372
```
Positions in Å, forces in eV/Å.

Its energy relative to the best compared isomer or geometry (same formula, charge and spin) is 542.05 kJ/mol. As for the total charge: 0. The total energy is -683.401459 Eh. Its orbital gap (spin up / spin down) is 7.78 / 7.71 eV. As for the HOMO energy (spin up / spin down): -0.296 / -0.296 Eh. The maximum force comes out at 0.0786 Eh/bohr.


Record 4
DFT (ωB97M-V/def2-TZVPD) results for C13H21ClF9GaO3P2 as an isolated structure.

Geometry as XYZ:
```
50
Properties=species:S:1:pos:R:3:forces:R:3:nbo_charge:R:1
C 0.1965 -0.0044 -4.0750 -1.5 -0.6 -0.3 -0.7769
C 1.0419 0.2761 -2.9136 5.8 1.9 -1.5 0.7640
H 0.8313 -0.2198 -4.9541 0.1 0.1 0.5 0.3374
H -0.4292 0.8813 -4.2858 0.1 -0.2 0.3 0.3332
H -0.4707 -0.8594 -3.8664 0.2 0.5 -0.1 0.3101
O 2.1690 0.5995 -2.7396 -5.0 -1.5 0.6 -0.2651
Cl -2.3481 -0.0075 -1.6002 0.0 0.0 0.1 -0.4391
Ga -0.2861 -0.0140 -0.8151 -2.0 -0.1 1.2 0.9169
P -0.2135 2.3838 -0.7646 -0.5 2.1 -0.1 1.1018
C 1.2614 3.1966 -0.1058 0.5 -0.6 -0.1 -0.9780
C -0.6207 3.2171 -2.3242 0.1 -0.3 -0.2 -0.9672
H -0.7861 4.2824 -2.1109 0.1 -0.3 -0.1 0.2897
H -1.7747 3.9662 0.1899 0.2 -0.2 -0.1 0.2829
H -1.5369 2.7839 -2.7421 0.1 0.1 0.1 0.2747
H -2.4438 2.3092 0.1281 0.0 0.2 0.1 0.2788
H 2.1291 2.9580 -0.7311 0.0 0.2 0.1 0.2611
H 0.1965 3.1156 -3.0465 -0.1 0.2 0.1 0.2440
C -1.5514 2.9027 0.3523 -0.3 -0.7 0.0 -0.9458
H 1.1110 4.2849 -0.0979 -0.1 -0.3 -0.1 0.2969
H -1.2607 2.7299 1.3889 0.0 0.1 -0.3 0.2916
H 1.4646 2.8555 0.9171 -0.1 0.0 -0.2 0.2942
P -0.0710 -2.3794 -0.9325 -0.4 -2.1 -0.2 1.0469
C 1.4190 -3.1187 -0.2296 0.4 0.5 0.0 -0.9710
C -1.4328 -3.0402 0.0747 -0.3 0.5 0.0 -0.9452
H -1.2535 -2.8489 -2.9939 0.1 -0.1 0.1 0.2702
H -0.3326 -4.2613 -2.4022 0.0 0.3 0.0 0.2911
H 0.5154 -2.9233 -3.2336 -0.1 -0.2 0.1 0.2457
C -0.3044 -3.1721 -2.5504 0.0 0.3 -0.2 -0.9592
H -2.3135 -2.4046 -0.0654 0.0 -0.3 0.1 0.2782
H -1.6609 -4.0647 -0.2492 0.2 0.2 0.0 0.2806
H 1.3382 -4.2123 -0.2882 -0.1 0.3 0.0 0.2934
H 1.5262 -2.8136 0.8187 0.0 -0.1 -0.2 0.2910
H -1.1510 -3.0279 1.1285 -0.1 -0.1 -0.3 0.2909
H 2.2997 -2.7866 -0.7900 0.0 -0.2 0.1 0.2603
C 1.4898 -0.0049 0.0115 5.3 0.4 3.3 0.4571
O 2.5551 0.0431 0.4470 -2.4 -0.2 -1.7 -0.4023
F -0.2230 2.3412 3.1758 -0.5 -1.1 0.1 -0.3221
C -0.8122 1.1261 3.4177 -0.8 0.8 1.2 0.9679
F -0.9970 1.0300 4.7629 0.3 0.0 -1.8 -0.2831
F -2.0450 1.1506 2.8322 1.2 0.0 0.5 -0.3111
C 0.0616 -0.0258 2.8167 -0.5 0.1 0.0 0.0267
O 0.0968 0.0874 1.4426 -0.5 -0.1 -1.1 -0.8235
C 1.5266 0.1130 3.3335 1.2 0.0 0.9 0.9710
F 1.6391 0.2033 4.6778 -0.4 -0.1 -1.4 -0.2822
F 2.2599 -0.9571 2.9270 -0.5 0.8 0.3 -0.3136
F 2.1017 1.2261 2.8006 -0.5 -0.9 0.3 -0.3164
C -0.5776 -1.3936 3.2335 -0.4 -0.9 1.1 0.9755
F -0.6222 -1.5893 4.5735 0.2 0.3 -1.6 -0.2816
F -1.8495 -1.5028 2.7554 1.2 0.2 0.3 -0.3102
F 0.1376 -2.4313 2.7023 -0.5 0.8 0.3 -0.3302
```
Positions in Å, forces in eV/Å.

Its energy relative to the best compared isomer or geometry (same formula, charge and spin) is 0.00 kJ/mol. As for the total charge: +2. The total energy is -4699.544533 Eh. Its orbital gap (spin up / spin down) is 5.38 / 5.24 eV. As for the HOMO energy (spin up / spin down): -0.606 / -0.606 Eh. The maximum force comes out at 0.1228 Eh/bohr.